(1)
Molecular formula: C22H43N3O5PSi
Method: DFT, the ωB97M-V functional and the def2-TZVPD basis

Its total charge is +1. The value obtained for the relative energy (zero: lowest compared OMol25 entry of this formula, charge and spin) is 0.00 kcal/mol. The calculation puts the gap between HOMO and LUMO at 6.078 eV. The molar mass comes out at 488.66 g/mol.

Each line ends with the Mulliken charge.
Geometry (Å):
C: 5.522 -2.355 2.488  -0.91
C: 6.473 -1.956 1.233  -0.55
C: 5.479 -1.253 0.144  -0.29
C: 5.129 0.256 0.667  -0.34
C: 4.787 1.146 -0.644  -0.71
C: 3.309 1.774 -0.640  -0.89
C: 2.144 0.666 -0.416  0.36
C: 1.072 0.906 0.714  -0.60
N: -0.034 -0.004 0.973  0.54
Si: -1.205 0.455 2.305  0.45
C: -0.646 2.031 3.271  -1.26
C: -1.324 -0.932 3.665  -1.03
C: -2.957 0.906 1.595  -0.38
C: -0.227 -1.231 0.189  0.07
C: -1.437 -2.242 0.389  -0.73
C: -2.756 -1.829 -0.492  0.49
O: -2.597 -2.278 -1.884  -0.61
C: -4.069 -2.572 0.101  -0.47
N: -3.899 -4.047 0.278  -0.53
C: 0.799 -1.562 -0.967  -0.28
P: 0.660 -3.089 -2.106  0.32
N: 1.799 -4.117 -1.580  -0.70
C: 2.026 -0.610 -1.290  0.46
C: 3.041 -0.977 -2.467  -0.07
O: 3.767 -2.005 -2.369  -0.40
O: 3.237 -0.192 -3.635  -0.46
H: 6.084 -2.926 3.312  0.35
H: 5.099 -1.377 2.926  0.20
H: 4.663 -3.008 2.113  0.25
H: 6.917 -2.884 0.734  0.30
H: 7.286 -1.207 1.553  0.30
H: 4.508 -1.850 0.073  -0.01
H: 6.065 -1.218 -0.852  0.34
H: 4.228 0.245 1.392  0.16
H: 6.051 0.697 1.180  0.37
H: 5.052 0.564 -1.594  0.35
H: 5.522 2.043 -0.615  0.45
H: 3.182 2.640 0.119  0.36
H: 3.067 2.252 -1.668  0.31
H: 1.225 1.891 1.293  0.26
H: -1.125 2.067 4.318  0.34
H: 0.492 1.901 3.463  0.34
H: -0.754 3.001 2.679  0.32
H: -1.182 -0.521 4.721  0.37
H: -0.515 -1.728 3.422  0.33
H: -2.330 -1.485 3.569  0.31
H: -3.751 0.129 1.855  0.27
H: -2.885 1.124 0.460  -0.29
H: -3.299 1.905 2.066  0.43
H: -1.153 -3.292 -0.007  0.56
H: -1.767 -2.412 1.469  0.18
H: -2.913 -0.702 -0.557  -0.21
H: -2.909 -3.206 -1.964  0.47
H: -4.989 -2.414 -0.572  0.28
H: -4.222 -2.131 1.162  0.32
H: -4.020 -4.350 1.251  0.27
H: -3.031 -4.400 -0.142  0.23
H: 0.924 -2.765 -3.477  0.18
H: -0.582 -3.782 -1.980  0.13
H: 2.484 -4.303 -2.328  0.28
H: 2.538 0.494 -3.735  0.38
O: -5.046 1.450 -0.855  -0.54
C: -4.717 2.484 -1.394  0.89
O: -4.002 3.404 -0.720  -0.32
C: -3.401 4.563 -1.318  -0.40
C: -4.390 5.707 -1.405  -1.04
C: -5.167 2.794 -2.795  -1.20
H: -2.953 4.319 -2.285  0.35
H: -2.576 4.852 -0.661  0.33
H: -5.239 5.457 -2.045  0.28
H: -3.908 6.603 -1.805  0.37
H: -4.795 5.937 -0.418  0.31
H: -6.168 3.225 -2.761  0.29
H: -5.194 1.864 -3.364  0.31
H: -4.497 3.461 -3.337  0.38

***

(2)
Molecular formula: C22H44ClF2O18V
Method: DFT, the ωB97M-V functional and the def2-TZVPD basis

As for the multiplicity: 3. Its total charge is -4. The calculation puts the gap between HOMO and LUMO (spin up / spin down) at 3.495 / 3.494 eV. The molar mass comes out at 720.97 g/mol.

Each line ends with the Mulliken spin population.
Geometry (Å):
V: 1.660 -8.044 5.886  2.02
F: 1.718 -6.293 6.999  0.00
F: 3.434 -8.012 4.777  0.00
Cl: 0.040 -7.126 4.157  0.00
C: 2.632 -10.891 8.777  0.00
C: 2.098 -11.630 9.891  0.00
C: 1.678 -10.796 11.161  0.00
O: 0.899 -11.445 11.832  0.00
C: 1.979 -9.358 11.197  0.00
C: 2.541 -8.795 10.121  0.00
C: 2.809 -9.601 8.787  0.00
O: 2.923 -9.014 7.597  0.00
O: 2.828 -7.541 10.230  0.00
O: 1.672 -12.772 9.905  0.00
H: 2.725 -11.544 7.921  0.00
H: 1.943 -8.844 12.147  0.00
C: -0.733 -10.633 8.202  0.02
C: -0.861 -12.000 8.061  0.00
C: -0.210 -12.765 6.891  0.00
O: -0.227 -14.055 6.773  0.00
C: 0.501 -12.143 5.943  0.00
C: 0.624 -10.680 5.969  0.01
C: -0.186 -9.889 7.064  -0.04
O: 0.212 -8.721 7.209  -0.04
O: 1.211 -9.962 5.173  -0.01
O: -1.307 -12.533 9.226  0.05
H: -1.066 -10.142 9.105  0.00
H: 1.048 -12.668 5.173  0.00
C: 0.669 -7.010 0.133  0.00
O: -0.258 -6.270 0.894  0.00
H: 1.642 -7.271 0.548  0.00
H: 0.150 -7.935 -0.119  0.00
H: 0.790 -6.497 -0.821  0.00
H: -0.150 -6.472 1.826  0.00
C: 2.391 -2.885 6.131  0.00
O: 2.313 -2.588 7.504  0.00
H: 1.400 -3.177 5.784  0.00
H: 2.634 -1.992 5.554  0.00
H: 3.125 -3.665 5.931  0.00
H: 1.928 -1.709 7.486  0.00
C: 4.282 -11.301 5.409  0.00
O: 4.503 -10.553 4.233  0.00
H: 4.420 -12.375 5.287  0.00
H: 4.828 -10.901 6.264  0.00
H: 3.243 -11.081 5.655  0.00
H: 4.104 -9.681 4.267  0.00
C: -1.199 -10.640 2.246  0.00
O: -2.090 -9.716 1.704  0.00
H: -0.524 -11.082 1.514  0.00
H: -0.640 -10.156 3.047  0.00
H: -1.747 -11.460 2.712  0.00
H: -2.116 -8.860 2.137  0.00
C: 2.377 -11.023 -0.103  0.00
O: 1.486 -12.033 -0.081  0.00
H: 2.622 -10.708 0.911  0.00
H: 3.277 -11.200 -0.693  0.00
H: 1.873 -10.196 -0.604  0.00
H: 1.884 -12.781 0.369  0.00
C: 3.023 -13.348 2.862  0.00
O: 4.135 -12.904 2.242  0.00
H: 3.189 -13.804 3.838  0.00
H: 2.435 -12.435 2.948  0.00
H: 2.612 -14.075 2.160  0.00
H: 4.426 -12.099 2.677  0.00
C: 5.884 -10.271 1.026  0.00
O: 6.549 -9.117 0.773  0.00
H: 6.377 -11.056 0.452  0.00
H: 6.096 -10.543 2.060  0.00
H: 4.847 -10.277 0.691  0.00
H: 6.179 -8.402 1.297  0.00
C: 6.014 -5.375 9.401  0.00
O: 4.924 -5.414 8.466  0.00
H: 6.896 -5.143 8.804  0.00
H: 5.745 -4.601 10.120  0.00
H: 6.235 -6.372 9.781  0.00
H: 5.124 -6.132 7.861  0.00
C: 5.152 -6.090 2.493  0.00
O: 5.221 -7.450 2.782  0.00
H: 4.809 -5.523 3.359  0.00
H: 6.166 -5.842 2.182  0.00
H: 4.437 -5.871 1.700  0.00
H: 4.594 -7.658 3.478  0.00
C: 6.882 -7.499 6.150  0.00
O: 5.551 -7.077 6.381  0.00
H: 7.591 -6.818 6.622  0.00
H: 6.994 -8.564 6.353  0.00
H: 7.088 -7.494 5.080  0.00
H: 4.980 -7.581 5.797  0.00

***

(3)
Molecular formula: C22H44InN2O6
Method: DFT, the ωB97M-V functional and the def2-TZVPD basis

Its total charge is +1. The value obtained for the relative energy (zero: lowest compared OMol25 entry of this formula, charge and spin) is 83.87 kcal/mol. The calculation puts the gap between HOMO and LUMO at 1.315 eV. The molar mass comes out at 547.42 g/mol.

Each line ends with the Mulliken charge.
Geometry (Å):
In: -10.849 18.837 -28.330  0.99
C: -10.501 13.123 -23.073  -0.84
C: -10.225 14.220 -24.025  0.78
O: -9.239 14.121 -24.690  -0.39
O: -10.896 15.285 -24.049  -0.48
H: -11.218 13.416 -22.307  0.31
H: -9.534 12.873 -22.637  0.26
H: -11.124 12.283 -23.380  0.28
C: -13.292 11.632 -29.060  -0.83
C: -12.813 13.004 -29.187  0.79
O: -11.601 13.267 -29.489  -0.46
O: -13.646 13.933 -29.174  -0.45
H: -14.363 11.481 -29.193  0.31
H: -13.126 11.264 -28.047  0.24
H: -12.822 10.919 -29.738  0.30
C: -10.744 23.746 -22.153  -1.49
C: -11.169 23.480 -23.700  1.56
C: -11.974 24.538 -24.254  -1.42
C: -11.294 25.842 -24.443  -0.52
C: -10.208 25.513 -25.399  -1.37
C: -9.154 24.356 -25.023  1.75
N: -9.942 23.209 -24.621  0.00
O: -9.239 22.086 -24.287  -0.42
C: -8.446 23.984 -26.236  -1.97
C: -8.170 24.809 -23.922  -1.63
C: -12.067 22.222 -23.650  -1.82
H: -11.318 23.163 -21.433  0.43
H: -10.799 24.821 -21.980  0.32
H: -9.793 23.381 -21.764  0.35
H: -12.463 24.166 -25.154  0.42
H: -12.726 24.806 -23.511  0.32
H: -10.963 26.387 -23.559  0.28
H: -11.957 26.453 -25.056  0.37
H: -9.639 26.407 -25.654  0.43
H: -10.462 25.196 -26.410  0.50
H: -8.961 23.881 -27.191  0.37
H: -7.786 24.818 -26.474  0.44
H: -7.659 23.232 -26.190  0.37
H: -7.431 24.031 -23.727  0.46
H: -7.579 25.684 -24.192  0.37
H: -8.608 24.881 -22.926  0.31
H: -12.928 22.548 -23.066  0.42
H: -11.460 21.491 -23.117  0.41
H: -12.479 21.940 -24.619  0.38
H: -8.891 22.240 -23.406  0.38
C: -0.132 11.591 -27.004  -1.73
C: 0.067 11.000 -25.596  1.47
C: 0.963 12.096 -24.862  -1.08
C: 0.893 11.986 -23.411  -0.79
C: -0.596 12.151 -22.870  -1.14
C: -1.438 11.036 -23.402  1.60
N: -1.242 10.798 -24.876  0.17
O: -2.087 9.729 -25.419  -0.42
C: -1.133 9.765 -22.585  -1.65
C: -2.866 11.400 -23.143  -2.01
C: 0.822 9.667 -25.621  -1.76
H: 0.839 11.678 -27.491  0.39
H: -0.838 11.009 -27.595  0.39
H: -0.412 12.639 -26.892  0.41
H: 1.948 11.883 -25.276  0.46
H: 0.623 13.097 -25.128  0.38
H: 1.300 11.017 -23.121  0.34
H: 1.540 12.754 -22.987  0.38
H: -0.881 13.157 -23.180  0.34
H: -0.541 12.199 -21.783  0.48
H: -0.088 9.518 -22.772  0.35
H: -1.754 8.873 -22.669  0.43
H: -1.007 9.936 -21.516  0.41
H: -3.478 10.528 -23.375  0.40
H: -3.253 12.140 -23.844  0.45
H: -3.207 11.672 -22.144  0.36
H: 1.670 9.805 -26.292  0.45
H: 1.178 9.239 -24.684  0.32
H: 0.200 8.896 -26.075  0.44
H: -1.754 8.943 -24.979  0.35

***

Among the records above, which one has the lowest total charge? C22H44ClF2O18V